Molecular formula: C31H32CuN6O3S
Method: DFT, the ωB97M-V functional and the def2-TZVPD basis

The geometry in XYZ format:
```
74
Properties=species:S:1:pos:R:3:forces:R:3:lowdin_charge:R:1
Cu -0.58478 -0.16704 -0.00502 0.31 -0.58 -0.12 0.346
N -3.72461 1.43436 1.13442 0.02 0.04 0.00 -0.013
N -4.12994 0.08138 1.06834 -0.05 -0.09 -0.03 -0.055
C -3.63842 -0.74469 0.01323 0.20 -0.18 0.10 -0.751
O -4.29599 -1.75808 -0.23141 -0.06 0.05 -0.04 -0.031
O -2.55882 -0.35646 -0.54035 -0.23 0.29 -0.07 -0.124
H -2.88179 1.46440 1.69748 0.02 0.00 0.00 0.046
H -3.42338 1.69996 0.19996 0.01 0.04 -0.02 0.046
H -5.12756 -0.01894 1.17058 0.02 0.02 -0.01 0.098
C 3.16462 5.60032 -1.50312 -0.01 0.01 -0.02 -0.057
C 4.21125 5.23989 -0.44382 0.00 -0.04 -0.02 -0.554
C 3.76965 5.83055 0.90208 0.02 0.00 0.02 -0.040
C 5.53986 5.88619 -0.85257 0.01 0.02 -0.02 -0.067
C 4.35159 3.72247 -0.29074 -0.01 0.01 0.03 -0.175
C 5.55750 3.15777 0.16026 -0.03 0.01 0.02 -0.048
C 5.69893 1.79758 0.36834 -0.01 0.01 -0.01 -0.088
C 4.61291 0.96716 0.12018 0.07 0.02 0.01 -0.489
S 4.44573 -0.74476 0.27897 0.00 -0.03 0.03 1.072
C 2.76872 -0.61581 -0.29321 -0.09 -0.11 -0.05 -0.495
N 2.39325 0.58760 -0.56902 0.09 0.02 0.02 0.111
C 3.40440 1.50183 -0.33706 -0.14 0.00 -0.03 -0.299
C 3.27926 2.87720 -0.53180 0.05 0.03 -0.01 0.036
C 1.94799 -1.83943 -0.39879 0.13 0.13 0.03 -0.279
C 2.61944 -3.05502 -0.59104 -0.01 -0.05 -0.03 -0.107
C 1.90977 -4.23539 -0.69118 -0.03 0.01 0.00 -0.121
C 0.52068 -4.19266 -0.59899 0.02 0.00 0.00 -0.109
C -0.12854 -2.98281 -0.40636 0.03 0.01 -0.02 -0.120
C 0.54797 -1.75127 -0.28823 -0.18 0.03 0.07 -0.131
H 3.13452 6.68415 -1.63626 0.00 0.00 0.00 0.083
H 2.16225 5.28141 -1.21627 -0.02 -0.01 0.01 0.058
H 3.40068 5.14380 -2.46615 0.01 0.00 0.00 0.095
H 3.66152 6.91613 0.82851 0.00 0.01 0.00 0.084
H 4.50034 5.60879 1.68248 0.01 0.00 0.00 0.087
H 2.81286 5.40598 1.20828 -0.03 -0.01 0.01 0.064
H 5.37967 6.94117 -1.08533 0.00 0.00 0.01 0.080
H 5.96114 5.40212 -1.73540 -0.02 0.00 -0.01 0.092
H 6.28105 5.83988 -0.05415 0.00 -0.01 0.00 0.071
H 6.40878 3.79459 0.35731 0.01 0.00 0.00 0.097
H 6.64208 1.39467 0.71461 0.00 -0.01 0.01 0.102
H 2.32399 3.24951 -0.87651 -0.02 -0.01 -0.01 0.104
H 3.70012 -3.08077 -0.69023 0.01 0.02 0.00 0.069
H 2.42917 -5.17269 -0.85119 -0.01 -0.01 0.00 0.087
H -0.05502 -5.10844 -0.68255 0.00 -0.01 0.00 0.091
H -1.21277 -2.97966 -0.35332 -0.01 -0.01 0.00 0.086
C -4.90554 1.97990 -7.36880 -0.03 -0.02 -0.01 -0.061
C -4.08812 2.48660 -6.21190 0.02 0.01 0.02 -0.289
C -3.05853 1.72536 -5.66963 0.02 -0.01 0.00 -0.042
C -2.29389 2.19987 -4.61957 -0.03 -0.02 -0.01 -0.014
C -2.54305 3.45830 -4.08020 0.04 -0.01 0.03 -0.211
N -1.72974 3.85167 -2.99506 0.00 0.03 -0.01 0.142
C -1.81586 4.99017 -2.25334 0.04 -0.11 -0.09 -0.508
O -2.49701 5.95887 -2.52724 0.01 0.03 0.01 0.067
N -0.98164 5.02642 -1.13343 -0.05 0.13 0.13 0.136
C -0.60415 4.03008 -0.21942 0.11 -0.02 -0.11 -0.210
C 0.02945 4.43635 0.95412 0.07 0.03 -0.01 -0.033
C 0.48262 3.48866 1.84803 0.02 -0.06 0.02 -0.054
C 0.29295 2.14454 1.56550 0.03 0.08 -0.11 -0.123
N -0.34961 1.74854 0.46898 -0.10 0.39 0.26 0.000
C -0.79220 2.66334 -0.39722 -0.08 -0.18 -0.02 -0.068
C -3.57119 4.23563 -4.60216 0.02 -0.01 -0.03 -0.009
C -4.32522 3.73714 -5.65480 -0.02 0.01 -0.01 -0.046
H -4.86946 0.89233 -7.42841 0.01 0.00 0.00 0.073
H -4.53646 2.37537 -8.31807 0.01 0.01 0.00 0.077
H -5.95078 2.27635 -7.27428 0.00 0.01 0.00 0.074
H -2.85746 0.73466 -6.05922 0.00 0.00 0.00 0.113
H -1.51666 1.57394 -4.19556 0.00 -0.01 0.01 0.118
H -0.98602 3.21392 -2.76597 -0.01 0.04 -0.04 0.123
H -0.98272 5.95985 -0.75087 -0.05 -0.02 0.02 0.140
H 0.17282 5.49309 1.14896 0.02 0.01 -0.01 0.114
H 0.99514 3.78356 2.75365 -0.01 0.01 0.01 0.108
H 0.66733 1.36198 2.21116 -0.02 -0.01 0.02 0.118
H -1.34073 2.24299 -1.22841 -0.06 0.02 0.07 0.109
H -3.77274 5.21033 -4.19011 -0.01 0.00 0.01 0.096
H -5.12934 4.34875 -6.04888 0.00 0.00 0.00 0.110
```
Positions in Å, forces in eV/Å.

Its HOMO energy is -4.19 eV. As for the net charge: -1.